Density functional theory data (ωB97M-V/def2-TZVPD) for C38H32BCl2F4MnOP2S3 as an isolated structure.

Values from the calculation:
HOMO (spin up / spin down): -7.9 / -8.3 eV
ΔE to the lowest compared entry with this formula, charge and spin: 0.374 eV
Orbital gap (spin up / spin down): 6.71 / 8.62 eV

ORCA input file:
```
! wB97M-V def2-TZVPD RIJCOSX def2/J DEFGRID3
* xyz 0 5
Mn -1.753 -0.893 0.412
Cl -2.358 -3.052 -0.758
Cl -0.989 -5.616 -0.411
S -1.674 2.241 -0.863
S -1.076 -0.566 -2.275
S -1.051 -1.249 2.786
P 0.743 -1.277 1.831
P 0.658 -0.879 -1.311
F -5.068 -2.590 0.938
F -3.680 -0.718 0.826
F -5.968 -0.447 0.917
F -4.994 -1.323 -1.003
O -1.624 1.220 0.267
C -4.648 2.251 -3.536
C 2.492 -2.789 3.380
C -2.114 -4.459 0.307
C -3.294 2.151 -1.573
C 3.970 1.169 2.186
C 0.180 -1.207 0.263
C -5.760 1.953 -2.760
C 1.541 1.639 -0.586
C -1.921 6.147 1.408
C 3.151 0.084 1.914
C 1.612 -2.243 -2.032
C -2.264 4.963 2.054
C 2.144 2.256 3.319
C 2.128 -5.089 1.853
C 3.418 1.860 -2.618
C -5.634 1.737 -1.390
C 3.540 -3.696 -1.950
C -1.420 4.924 -0.601
C 1.498 -3.907 1.486
C 3.122 -3.971 3.744
C 1.679 -2.756 2.248
C 3.092 -4.353 -3.091
C 1.910 -3.957 -3.702
C -2.194 3.754 1.378
C 1.321 1.165 3.053
C -3.395 2.340 -2.943
C 2.939 -5.119 2.982
C -1.495 6.128 0.085
C -4.394 1.840 -0.783
C 2.256 2.818 -0.741
C 2.696 0.679 -2.468
C 1.168 -2.902 -3.174
C 3.463 2.258 2.884
C -1.788 3.757 0.052
C 2.804 -2.644 -1.428
C 1.822 0.077 2.343
C 1.754 0.563 -1.446
C 3.197 2.928 -1.756
B -5.042 -1.322 0.381
H 3.553 -0.764 1.369
H 0.881 -3.863 0.598
H 4.460 -4.006 -1.466
H -1.722 -4.103 1.250
H -6.734 1.865 -3.229
H -2.587 4.982 3.087
H 3.161 -2.137 -0.538
H -3.074 -4.935 0.421
H -1.980 7.088 1.940
H 2.083 3.646 -0.063
H -4.279 1.644 0.277
H 4.147 1.948 -3.414
H 0.819 1.539 0.215
H -1.083 4.892 -1.633
H 1.560 -4.469 -4.591
H -4.749 2.391 -4.606
H 3.431 -6.040 3.271
H 2.866 -0.148 -3.149
H 0.236 -2.594 -3.634
H 3.668 -5.173 -3.504
H 0.290 1.154 3.385
H -1.207 7.049 -0.409
H 2.632 -1.895 3.978
H -6.495 1.458 -0.795
H 1.983 -5.983 1.257
H 3.764 3.845 -1.873
H 4.100 3.111 3.089
H -2.506 2.531 -3.537
H 3.756 -3.997 4.622
H 4.999 1.169 1.847
H 1.754 3.101 3.872
H -2.427 2.816 1.868
*
```